{"formula": "C40H66BF18O12", "method": "ωB97M-V/def2-TZVPD", "species": ["C", "C", "C", "C", "C", "C", "C", "C", "C", "C", "C", "B", "C", "C", "C", "C", "C", "H", "H", "H", "H", "H", "H", "H", "H", "H", "H", "H", "H", "H", "H", "H", "H", "H", "H", "H", "H", "H", "H", "H", "H", "H", "H", "H", "H", "H", "H", "H", "H", "H", "H", "H", "H", "C", "C", "O", "C", "O", "C", "F", "F", "F", "H", "H", "H", "H", "H", "C", "C", "O", "C", "O", "C", "F", "F", "F", "H", "H", "H", "H", "H", "C", "C", "O", "C", "O", "C", "F", "F", "F", "H", "H", "H", "H", "H", "C", "C", "O", "C", "O", "C", "F", "F", "F", "H", "H", "H", "H", "H", "C", "C", "O", "C", "O", "C", "F", "F", "F", "H", "H", "H", "H", "H", "C", "C", "O", "C", "O", "C", "F", "F", "F", "H", "H", "H", "H", "H"], "coordinates": [[-1.630696, 2.036532, 1.683054], [-2.551424, 3.022158, 0.955176], [-3.608749, 2.405663, 0.014574], [-3.412942, 0.933379, -0.315287], [-4.279062, 0.459321, -1.470395], [-4.351663, -1.079986, -1.529559], [-3.639544, -1.678790, -2.762316], [-2.342763, -2.376583, -2.397261], [-1.229898, -1.380835, -2.012443], [0.164468, -1.750236, -2.518478], [0.822184, -0.592306, -3.262794], [1.011274, 0.731969, -2.293304], [2.393238, 1.548085, -2.696121], [3.567080, 0.855527, -2.022278], [2.352651, 3.031754, -2.322515], [1.377296, 3.792329, -3.219064], [1.672295, 5.301330, -3.317993], [-0.730558, 1.857224, 1.112616], [-2.115189, 1.114228, 1.968898], [-1.299440, 2.506412, 2.605038], [-3.079118, 3.608120, 1.702679], [-1.925694, 3.727425, 0.424467], [-4.610208, 2.525298, 0.419551], [-3.593769, 2.974645, -0.910981], [-2.374564, 0.746999, -0.568968], [-3.657656, 0.356452, 0.568389], [-3.859322, 0.844622, -2.392768], [-5.278533, 0.880803, -1.397776], [-3.842368, -1.466699, -0.653244], [-5.372991, -1.417233, -1.447269], [-3.420408, -0.878278, -3.457369], [-4.292569, -2.409541, -3.231350], [-2.497619, -3.072882, -1.578001], [-2.023280, -2.961475, -3.258237], [-1.494877, -0.414565, -2.425483], [-1.192035, -1.343559, -0.931409], [0.812324, -1.961089, -1.668835], [0.161866, -2.667587, -3.112727], [0.211333, -0.400729, -4.152598], [1.792910, -0.948537, -3.618604], [0.020893, 1.458499, -2.376717], [1.130280, 0.354934, -1.127097], [2.570485, 1.500304, -3.777303], [3.585358, 1.057285, -0.956701], [4.537569, 1.171414, -2.421140], [3.503317, -0.216016, -2.183569], [2.051769, 3.080206, -1.279818], [3.344184, 3.480690, -2.441744], [1.458955, 3.374065, -4.213972], [0.377901, 3.648056, -2.838339], [2.566358, 5.591434, -2.776911], [0.852000, 5.889734, -2.920682], [1.771833, 5.615567, -4.351312], [-2.076939, 8.249353, 1.596989], [-2.393472, 8.006901, 0.137316], [-1.638344, 8.894371, -0.710113], [-0.401324, 8.497177, -1.001803], [0.131576, 7.498009, -0.624340], [0.253787, 9.507668, -1.958415], [0.002868, 10.775060, -1.576566], [-0.231121, 9.343973, -3.202630], [1.576026, 9.335194, -1.993090], [-2.245180, 9.295701, 1.855212], [-2.707775, 7.624865, 2.228376], [-1.034511, 8.017725, 1.813932], [-3.438969, 8.225964, -0.069659], [-2.208111, 6.972073, -0.145368], [7.467151, 3.603756, -6.917347], [6.153185, 3.161604, -6.309074], [6.176809, 1.758880, -5.995857], [6.721819, 1.432168, -4.829203], [7.207282, 2.181889, -4.032924], [6.592686, -0.083410, -4.607147], [6.909544, -0.775217, -5.722064], [5.336479, -0.375451, -4.267363], [7.415812, -0.488009, -3.629249], [7.706043, 2.997153, -7.791762], [7.410695, 4.649202, -7.219309], [8.284299, 3.493112, -6.204598], [5.339887, 3.287490, -7.020384], [5.907288, 3.738988, -5.419743], [0.512493, -4.817710, 0.165723], [-0.900052, -4.816649, 0.702026], [-1.260536, -6.121207, 1.219338], [-0.896884, -6.385413, 2.460090], [-0.307464, -5.663476, 3.213952], [-1.390904, -7.790820, 2.846060], [-1.181032, -8.676946, 1.859079], [-2.710811, -7.760130, 3.108321], [-0.759077, -8.231234, 3.942035], [0.636232, -5.599048, -0.585161], [0.742129, -3.855390, -0.290638], [1.236929, -5.007255, 0.958717], [-1.610161, -4.613400, -0.095701], [-1.039035, -4.057813, 1.469710], [8.202889, -0.911793, 1.699050], [7.133402, 0.075080, 1.282292], [5.823036, -0.426013, 1.593353], [5.390760, -0.224246, 2.828681], [5.982919, 0.325700, 3.713861], [3.961134, -0.775259, 2.973022], [3.844091, -1.979362, 2.387319], [3.087693, 0.064796, 2.403972], [3.644598, -0.907524, 4.268373], [8.020493, -1.885012, 1.242507], [9.185281, -0.556666, 1.389131], [8.209267, -1.049070, 2.780622], [7.141614, 0.215526, 0.203633], [7.282206, 1.048669, 1.746036], [-9.249724, -5.078929, 1.877497], [-9.271003, -4.567036, 0.453391], [-9.054419, -3.145411, 0.412911], [-7.783213, -2.750887, 0.440712], [-6.820225, -3.456286, 0.497629], [-7.715430, -1.217643, 0.344598], [-8.642480, -0.636405, 1.129836], [-7.946650, -0.825922, -0.922604], [-6.513741, -0.779578, 0.714210], [-9.976659, -4.540903, 2.486629], [-9.488948, -6.141563, 1.900863], [-8.268594, -4.935573, 2.329302], [-10.249276, -4.725782, 0.004030], [-8.533822, -5.075544, -0.165695], [0.231730, -5.800767, 6.192031], [0.988679, -5.622646, 7.490333], [0.860774, -4.275173, 7.989978], [-0.223604, -4.016278, 8.704507], [-1.102897, -4.780506, 8.982181], [-0.181441, -2.558061, 9.192783], [0.219111, -1.725664, 8.221738], [0.679180, -2.448481, 10.224966], [-1.389515, -2.168970, 9.613491], [0.554959, -5.069553, 5.457043], [0.398006, -6.796826, 5.788390], [-0.839239, -5.663565, 6.343759], [2.054653, -5.773953, 7.332937], [0.662206, -6.332159, 8.249629]], "forces_ev_per_a": [[0.1, 0.8, 0.3], [-0.3, -0.4, 0.3], [0.4, 0.1, -0.3], [-0.1, 0.5, -0.1], [-0.1, -0.3, 0.3], [0.6, 0.4, -0.4], [-0.5, -0.4, 0.8], [0.5, 0.4, -0.4], [-0.2, -1.0, -0.3], [0.4, 0.1, 0.1], [-0.1, -0.1, 0.4], [0.1, 0.1, -0.6], [-0.3, 0.0, 0.4], [0.3, 0.2, -0.4], [-0.1, -0.6, -0.6], [0.6, 0.7, 0.4], [-0.4, -0.1, 0.0], [0.1, -0.5, -0.3], [-0.1, -0.3, -0.1], [0.1, 0.1, 0.2], [-0.1, 0.2, 0.2], [0.2, 0.1, -0.3], [-0.2, 0.1, 0.2], [-0.1, 0.1, -0.3], [0.3, -0.1, 0.1], [0.0, -0.3, 0.2], [0.1, 0.1, -0.3], [-0.3, 0.1, 0.1], [0.0, -0.1, 0.3], [-0.3, -0.1, -0.2], [0.0, 0.0, -0.4], [-0.2, 0.0, -0.3], [-0.2, -0.3, 0.1], [0.1, -0.1, -0.1], [0.1, 0.4, 0.2], [-0.1, 0.6, 0.3], [0.1, -0.1, 0.2], [-0.3, -0.2, -0.2], [0.0, 0.2, -0.2], [0.2, 0.0, -0.2], [-0.1, 0.1, 0.1], [0.0, 0.0, 0.2], [-0.1, -0.1, -0.2], [-0.1, -0.1, 0.3], [0.2, 0.2, 0.0], [0.0, -0.3, 0.2], [0.0, 0.3, 0.3], [0.2, 0.1, 0.2], [-0.2, -0.3, -0.3], [-0.3, -0.2, -0.2], [0.2, 0.0, 0.1], [-0.1, 0.2, 0.2], [0.2, 0.1, -0.3], [0.2, 0.1, 0.0], [-0.3, -0.3, 0.3], [0.2, 0.0, -0.2], [-0.4, -0.3, 0.3], [0.1, 0.2, -0.1], [0.3, 0.2, -0.2], [0.1, -0.3, -0.1], [0.1, 0.1, 0.3], [-0.4, 0.1, 0.0], [-0.1, 0.0, 0.0], [0.0, 0.0, 0.0], [0.0, -0.1, 0.0], [0.1, 0.1, -0.1], [0.2, 0.0, -0.1], [0.2, -0.2, 0.1], [0.0, 0.5, -0.2], [0.0, -0.2, 0.2], [-0.1, 0.5, -0.1], [0.1, -0.2, -0.1], [0.0, -0.4, 0.1], [-0.1, 0.2, 0.3], [0.4, -0.1, -0.2], [-0.2, 0.1, -0.2], [-0.1, 0.0, 0.0], [0.0, 0.0, 0.0], [0.0, 0.1, 0.0], [0.0, -0.2, 0.0], [0.1, -0.1, 0.1], [0.2, -0.2, 0.1], [0.2, 0.5, -0.4], [-0.1, -0.2, 0.2], [0.1, 0.5, -0.3], [-0.1, -0.3, -0.1], [0.0, -0.4, 0.1], [-0.1, 0.2, 0.3], [0.3, 0.0, -0.1], [-0.2, 0.1, -0.3], [-0.1, 0.1, -0.1], [-0.1, 0.0, 0.0], [0.0, 0.1, 0.0], [-0.1, -0.2, 0.0], [0.0, -0.1, 0.2], [-0.1, -0.2, 0.2], [0.5, 0.1, -0.3], [-0.2, 0.0, 0.1], [0.4, 0.2, -0.2], [-0.2, -0.1, 0.0], [-0.4, -0.1, 0.1], [0.0, 0.3, 0.2], [0.2, -0.2, 0.2], [0.1, 0.0, -0.3], [0.0, 0.0, -0.1], [0.0, 0.0, 0.0], [0.0, 0.1, 0.0], [-0.2, -0.1, 0.0], [-0.1, 0.0, 0.1], [0.1, 0.2, 0.1], [-0.2, -0.5, 0.1], [0.1, 0.2, -0.1], [-0.2, -0.5, 0.0], [0.0, 0.2, 0.0], [0.1, 0.5, 0.1], [0.3, -0.2, -0.2], [0.0, -0.1, 0.3], [-0.4, -0.1, 0.0], [-0.1, 0.0, 0.0], [0.0, 0.0, 0.0], [0.0, -0.1, -0.1], [0.0, 0.2, 0.0], [0.1, 0.1, 0.0], [-0.1, 0.3, 0.2], [0.1, -0.5, -0.3], [-0.1, 0.2, 0.2], [0.1, -0.5, -0.2], [0.0, 0.2, 0.1], [-0.1, 0.4, 0.0], [-0.1, -0.2, 0.3], [-0.2, 0.0, -0.2], [0.3, -0.1, -0.1], [0.1, 0.0, -0.1], [0.0, 0.0, 0.0], [0.0, -0.1, 0.0], [0.0, 0.2, 0.0], [-0.1, 0.1, 0.1]], "e_lumo_ev": 1.96, "multiplicity": 1, "max_force_ev_per_a": 1.04, "e_homo_ev": -4.86, "total_charge": -1}


{"formula": "C40H66O18", "method": "ωB97M-V/def2-TZVPD", "species": ["C", "C", "C", "O", "C", "O", "O", "C", "C", "O", "C", "C", "C", "C", "C", "C", "H", "H", "H", "H", "H", "H", "H", "H", "H", "H", "C", "C", "O", "C", "C", "O", "H", "H", "H", "H", "H", "H", "H", "H", "C", "C", "O", "C", "C", "O", "H", "H", "H", "H", "H", "H", "H", "H", "C", "C", "O", "C", "C", "O", "H", "H", "H", "H", "H", "H", "H", "H", "C", "C", "O", "C", "C", "O", "H", "H", "H", "H", "H", "H", "H", "H", "C", "C", "O", "C", "C", "O", "H", "H", "H", "H", "H", "H", "H", "H", "C", "C", "O", "C", "C", "O", "H", "H", "H", "H", "H", "H", "H", "H", "C", "C", "O", "C", "C", "O", "H", "H", "H", "H", "H", "H", "H", "H"], "coordinates": [[-0.336562, 6.746578, -2.763711], [-0.765506, 7.843247, -2.520755], [-1.434794, 9.159261, -2.337561], [-2.693255, 9.095499, -3.025548], [-3.530644, 10.114962, -2.675324], [-3.414836, 11.213647, -3.113873], [-4.531683, 9.777621, -1.817520], [-5.187610, 8.583389, -2.294401], [-6.462015, 8.377725, -1.465502], [-6.336819, 8.204748, -0.278155], [-7.848175, 8.351008, -2.057796], [-8.114633, 7.821784, -3.333682], [-9.444715, 7.808690, -3.781966], [-10.474180, 8.298038, -2.979055], [-10.202425, 8.830815, -1.711724], [-8.884596, 8.855892, -1.248498], [0.042991, 5.726670, -2.728089], [-1.527902, 9.373054, -1.267803], [-0.803299, 9.910922, -2.829420], [-5.334809, 8.588200, -3.380758], [-4.522757, 7.737100, -2.064650], [-7.288345, 7.440019, -3.928165], [-9.634076, 7.418208, -4.778774], [-11.496863, 8.268438, -3.345296], [-10.976681, 9.222340, -1.057354], [-8.620545, 9.255447, -0.272995], [-4.226975, 3.648108, -0.167606], [-3.920371, 4.200940, -1.541864], [-2.525594, 4.501905, -1.681729], [-1.607517, 3.598591, -2.031292], [-1.965589, 2.134100, -2.007950], [-0.486118, 3.964095, -2.288636], [-3.707753, 2.714369, 0.012723], [-5.297647, 3.473577, -0.053763], [-3.900980, 4.346491, 0.603776], [-4.258187, 3.539001, -2.341441], [-4.440896, 5.148088, -1.685480], [-1.687635, 1.717884, -1.039751], [-1.398264, 1.632270, -2.789568], [-3.015987, 1.932311, -2.201023], [0.238158, 1.628266, 3.716220], [-1.089461, 2.302691, 3.975997], [-1.952684, 2.244999, 2.835106], [-2.764383, 1.211067, 2.552752], [-2.589148, -0.102095, 3.269558], [-3.577706, 1.340377, 1.673799], [0.115756, 0.568510, 3.506140], [0.895979, 1.737649, 4.581585], [0.724946, 2.070013, 2.846350], [-1.592375, 1.905196, 4.859707], [-0.927477, 3.364109, 4.162608], [-1.944332, -0.749925, 2.676562], [-3.569011, -0.566518, 3.370004], [-2.184674, -0.007907, 4.275404], [3.693616, -0.218045, 0.105764], [3.385872, -0.657004, 1.520662], [1.996142, -0.475740, 1.835873], [1.049180, -1.374569, 1.546710], [1.368649, -2.500671, 0.600847], [-0.063643, -1.220668, 1.995361], [3.149040, -0.814910, -0.627412], [4.760607, -0.309747, -0.098077], [3.395170, 0.820455, -0.040499], [3.698214, -1.685125, 1.715024], [3.933499, -0.028156, 2.219490], [1.085984, -2.208728, -0.409081], [0.784690, -3.369588, 0.898824], [2.402453, -2.803858, 0.612083], [4.322468, -7.805846, 1.230050], [4.260321, -7.474185, -0.247514], [3.346208, -6.388948, -0.497256], [3.689570, -5.101760, -0.413847], [4.999075, -4.727155, 0.236970], [2.917092, -4.256777, -0.793528], [4.699772, -6.965774, 1.814808], [4.972987, -8.664212, 1.400201], [3.326512, -8.037777, 1.611661], [5.228664, -7.265712, -0.664212], [3.863470, -8.327486, -0.792440], [4.824061, -4.518996, 1.292875], [5.375092, -3.827233, -0.246387], [5.773324, -5.484019, 0.139006], [5.455924, -9.805427, -5.851539], [6.758737, -9.572018, -5.115437], [6.572763, -8.734891, -3.968435], [6.197061, -9.191208, -2.767243], [5.665386, -10.597251, -2.640975], [6.221304, -8.445438, -1.821400], [4.729762, -10.327897, -5.228085], [5.626108, -10.397060, -6.751298], [5.007011, -8.853673, -6.136042], [7.254626, -10.503741, -4.839397], [7.449686, -9.033203, -5.761675], [4.579067, -10.574217, -2.724922], [5.938825, -10.978311, -1.659208], [6.071435, -11.291761, -3.371985], [5.768305, 2.650591, 7.375024], [4.769433, 2.901426, 6.264346], [5.299090, 2.533815, 4.987373], [5.249658, 1.287955, 4.490744], [4.882215, 0.142546, 5.403693], [5.567793, 1.098383, 3.347394], [6.017530, 1.592396, 7.459956], [5.369190, 2.988324, 8.331889], [6.698031, 3.183138, 7.173964], [3.812983, 2.408031, 6.444817], [4.560013, 3.967956, 6.198366], [5.794405, -0.294354, 5.808194], [4.358319, -0.607944, 4.814753], [4.219091, 0.420277, 6.219570], [-2.426392, -4.506659, 1.131790], [-1.962420, -5.414633, 0.011705], [-3.066687, -5.989796, -0.692263], [-3.701466, -5.376035, -1.708116], [-3.447999, -3.907313, -1.954161], [-4.507318, -5.987702, -2.353147], [-2.998458, -3.659798, 0.751725], [-1.572625, -4.120779, 1.690684], [-3.078907, -5.048924, 1.817113], [-1.282370, -4.910786, -0.677180], [-1.410725, -6.255511, 0.430347], [-4.201051, -3.324262, -1.425388], [-3.538669, -3.721403, -3.022061], [-2.456123, -3.572077, -1.659291]], "forces_ev_per_a": [[0.4, 0.0, 0.6], [-0.6, 0.4, -0.1], [1.4, -1.0, -0.7], [-0.7, 0.0, 0.7], [0.1, 0.5, -0.3], [0.1, 0.3, 0.3], [-0.1, -0.3, -1.0], [0.3, -1.0, 0.4], [-0.3, -0.1, 0.1], [0.2, 0.2, 0.1], [0.1, 0.1, -0.3], [-0.5, 0.6, 0.9], [0.7, -0.1, 0.0], [0.1, 0.1, 0.2], [0.7, -0.2, 0.0], [0.0, -0.3, -0.6], [-0.3, 0.7, -0.3], [-0.3, 0.1, -0.2], [-0.3, 0.1, 0.3], [-0.1, 0.4, 0.2], [-0.3, 0.1, -0.1], [-0.3, 0.0, -0.1], [-0.2, 0.0, 0.2], [0.2, 0.0, 0.0], [-0.1, -0.1, -0.3], [-0.1, -0.1, -0.2], [0.1, 0.1, -0.2], [-0.3, -0.1, 0.3], [0.1, 0.4, -0.3], [0.0, -0.3, 0.3], [-0.2, -0.1, -0.5], [-0.1, -0.4, 0.1], [-0.1, 0.0, 0.0], [0.0, 0.0, 0.0], [-0.1, 0.0, 0.0], [0.1, 0.0, 0.0], [0.2, 0.1, -0.1], [0.0, 0.0, 0.0], [0.2, 0.0, 0.1], [0.0, 0.0, 0.2], [0.0, -0.2, -0.1], [0.2, -0.1, 0.2], [-0.2, 0.4, -0.1], [0.1, -0.4, 0.0], [-0.4, 0.0, 0.5], [0.1, 0.0, 0.1], [0.0, 0.0, 0.0], [0.0, 0.1, 0.0], [0.0, 0.0, 0.0], [0.0, -0.1, -0.1], [-0.2, 0.0, -0.1], [0.0, 0.2, 0.1], [0.0, 0.0, -0.2], [0.2, 0.0, -0.1], [-0.2, -0.1, -0.2], [0.3, 0.1, -0.2], [-0.1, 0.1, 0.5], [-0.2, -0.2, -0.5], [-0.1, 0.0, 0.7], [0.3, 0.0, 0.0], [0.1, -0.1, 0.0], [0.0, 0.0, 0.0], [0.1, 0.0, 0.1], [-0.1, 0.0, -0.1], [-0.2, 0.0, 0.0], [0.1, 0.0, 0.0], [-0.2, 0.1, -0.1], [0.1, 0.2, -0.2], [-0.2, 0.1, 0.1], [-0.2, 0.1, 0.7], [-0.4, -0.1, -0.2], [0.1, 0.0, 0.2], [0.4, 0.0, -0.4], [0.2, -0.4, -0.3], [0.1, 0.0, 0.0], [0.0, 0.0, 0.0], [0.0, -0.1, 0.0], [0.0, 0.3, 0.0], [-0.1, 0.2, -0.1], [0.0, 0.0, 0.0], [-0.2, 0.1, 0.1], [-0.1, -0.1, 0.2], [-0.1, 0.0, 0.1], [-0.2, -0.2, -0.2], [0.3, 0.3, 0.0], [-0.3, -0.2, 0.0], [0.4, -0.3, 0.1], [0.6, -0.4, -0.5], [0.0, -0.1, 0.0], [0.0, 0.0, 0.0], [0.1, 0.0, 0.0], [-0.1, 0.0, 0.1], [0.0, 0.1, 0.1], [0.0, 0.0, 0.0], [-0.1, 0.1, 0.1], [-0.1, 0.0, -0.1], [0.1, -0.1, 0.0], [0.1, 0.0, 0.3], [-0.1, 0.3, -0.3], [0.2, -0.3, 0.2], [-0.5, 0.0, 0.0], [0.0, 0.1, 0.0], [-0.1, 0.0, 0.0], [0.0, 0.0, 0.0], [-0.1, 0.1, 0.0], [0.0, -0.1, 0.0], [0.0, 0.0, -0.2], [0.0, 0.0, 0.0], [0.2, 0.0, -0.1], [0.2, 0.0, 0.1], [-0.1, 0.1, 0.0], [0.1, 0.2, 0.2], [0.1, -0.4, 0.0], [-0.2, 0.3, 0.0], [0.4, 0.0, -0.3], [0.1, -0.1, 0.1], [0.1, 0.1, 0.0], [0.0, 0.0, 0.0], [0.1, -0.1, 0.0], [-0.1, 0.0, 0.0], [-0.1, -0.1, -0.1], [0.0, 0.0, 0.0], [-0.2, 0.0, 0.0], [-0.1, 0.0, 0.2]], "e_lumo_ev": 0.29, "relative_energy_kcal_mol": 90.9, "multiplicity": 1, "smiles": "C#CCOC(=O)OCC(=O)c1ccccc1.CCOC(C)=O.CCOC(C)=O.CCOC(C)=O.CCOC(C)=O.CCOC(C)=O.CCOC(C)=O.CCOC(C)=O", "max_force_ev_per_a": 1.86, "e_homo_ev": -9.42, "total_charge": 0}